Computed, not measured: a cluster of 3 separate species, C20H33BFN2O14S3 in total in a non-equilibrium geometry, with ωB97M-V/def2-TZVPD.

As for the gap between HOMO and LUMO: 9.2 eV. The calculation puts the energy above the lowest of the compared OMol25 structures with the same formula, charge and spin at 0.00 kcal per mole. As for the spin multiplicity: 1. As for the charge: +1. The LUMO energy is -2.982 eV. The energy comes out at -3263.7950 hartree. For the HOMO energy, the calculation gives -12.21 eV.

Geometry as XYZ:
```
74
C20H33BFN2O14S3, DFT ωB97M-V/def2-TZVPD
S -0.77 0.35 2.46
S -3.26 -6.09 2.15
S -5.57 -0.72 -4.08
F 0.45 0.95 3.18
O -6.15 -0.24 -5.27
O -4.07 -4.73 2.38
O -1.79 -5.47 2.32
O 1.10 3.73 -1.73
O -4.31 -0.24 -3.64
O 2.22 0.23 1.20
O -3.45 -6.49 0.80
O -1.81 1.29 2.51
O 3.19 -1.10 -1.85
O 1.56 4.67 0.35
O -5.54 -2.31 -4.13
O -0.97 -0.96 2.96
O -6.60 -0.57 -2.87
O -3.49 -6.97 3.23
N -2.44 1.02 -0.29
N -0.07 1.29 -0.08
C 6.87 0.53 0.54
C 2.34 1.38 0.39
C 3.32 6.33 0.29
C -6.12 -2.85 -2.92
C -1.38 1.99 -0.31
C -7.19 -1.85 -2.55
C 3.58 -0.24 -1.13
C -0.19 0.07 0.76
C -3.22 -3.74 2.96
C 5.75 0.65 -0.28
C -1.86 -4.04 2.36
C -2.44 0.23 -1.55
C 4.94 -1.50 0.53
C 6.07 -1.60 1.35
C 2.82 1.07 -1.03
C 4.79 -0.37 -0.27
C 2.96 4.89 0.58
C 1.18 -0.64 0.82
C 7.02 -0.59 1.36
C 1.03 2.19 0.43
B 1.23 3.58 -0.39
H 6.17 -2.47 1.97
H 7.61 1.31 0.55
H -7.45 -1.88 -1.50
H 3.53 1.85 -1.32
H -5.34 -2.91 -2.16
H 0.85 2.47 1.46
H 1.36 -1.15 -0.12
H 4.19 -2.26 0.50
H -1.45 0.17 -2.00
H -3.09 0.66 -2.31
H -1.53 2.74 0.47
H 1.10 -1.38 1.61
H 3.08 2.01 0.87
H -1.78 -3.66 1.33
H 3.57 4.25 -0.05
H 2.84 6.99 1.01
H -3.21 -3.86 4.04
H 3.22 4.67 1.62
H 4.40 6.46 0.38
H -3.30 1.56 -0.32
H -0.88 -0.65 0.34
H 0.90 2.93 -2.21
H 3.03 6.60 -0.72
H -3.58 -2.75 2.71
H 2.05 1.08 -1.80
H -6.52 -3.84 -3.12
H -1.35 2.52 -1.26
H 0.25 0.97 -0.99
H -2.76 -0.80 -1.37
H -1.04 -3.64 2.96
H -8.09 -1.97 -3.16
H 5.64 1.52 -0.91
H 7.88 -0.66 2.00
```

=====

Computed, not measured: a cluster of 5 separate species, C20H33Br2N5O3 in total, with ωB97M-V/def2-TZVPD.

As for the gap between HOMO and LUMO: 9.8 eV. As for the spin multiplicity: 1. The LUMO energy is 0.095 eV. As for the SMILES: C/C(Br)=C(\Br)OC(=O)ON.CCCC#N.CCCC#N.CCCC#N.CCCC#N. The energy comes out at -6429.2989 hartree. For the HOMO energy, the calculation gives -9.72 eV.

Geometry as XYZ:
```
63
C20H33Br2N5O3, DFT ωB97M-V/def2-TZVPD
Br -0.59 -0.52 -0.20
Br -1.65 1.26 3.89
O 0.85 -2.35 2.69
O 0.04 -1.27 4.49
O 0.40 -0.15 2.59
N -0.53 2.14 -8.15
N -1.45 -0.90 -4.66
N 6.14 -6.98 2.13
N -3.44 6.22 5.47
N -0.48 -2.49 5.03
C -2.76 0.98 0.85
C 1.79 -2.18 -4.42
C 1.28 -3.38 -3.64
C -2.71 1.47 -6.89
C -1.49 1.85 -7.60
C 1.08 -0.87 -4.02
C -0.84 4.44 6.98
C 6.06 -5.86 1.91
C -4.31 2.75 -8.42
C 4.74 -3.79 2.31
C 3.42 -4.32 1.75
C -2.42 5.69 5.52
C -0.34 -0.88 -4.37
C -1.13 5.00 5.59
C 5.96 -4.43 1.64
C -3.93 1.40 -7.82
C -0.68 5.53 8.04
C -0.85 0.39 2.41
C -1.46 0.37 1.22
C 0.44 -1.37 3.23
H -4.77 1.00 -7.25
H -5.20 2.66 -9.04
H -1.13 4.19 4.86
H -2.55 0.51 -6.41
H 0.12 6.22 7.77
H 6.87 -3.95 2.00
H -4.52 3.48 -7.63
H -3.51 3.14 -9.05
H 1.67 -2.35 -5.49
H 2.86 -2.05 -4.24
H 1.55 -0.03 -4.53
H -3.73 0.68 -8.63
H 0.07 3.85 6.93
H 1.83 -4.28 -3.91
H 0.22 -3.57 -3.85
H 1.39 -3.23 -2.56
H 3.36 -4.15 0.67
H -2.90 2.19 -6.09
H -3.37 0.25 0.32
H 3.30 -5.38 1.94
H -1.64 3.76 7.27
H 1.19 -0.70 -2.95
H -0.43 5.09 9.00
H 4.77 -3.97 3.38
H 4.79 -2.71 2.16
H -1.36 -2.19 5.44
H -3.30 1.36 1.71
H 5.93 -4.27 0.56
H -0.34 5.69 5.29
H -1.60 6.10 8.16
H 2.58 -3.80 2.21
H -2.58 1.81 0.17
H -0.72 -3.10 4.24
```

=====

Computed, not measured: a structure of composition C20H33BrN9O2V in a non-equilibrium geometry, with ωB97M-V/def2-TZVPD.

As for the gap between HOMO and LUMO (spin up / spin down): 7.6 / 8.9 eV. The calculation puts the energy above the lowest of the compared OMol25 structures with the same formula, charge and spin at 10.92 kcal per mole. As for the spin multiplicity: 2. As for the charge: +1. As for the expectation value of S²: 0.892. The LUMO energy (spin up / spin down) is -3.626 / -2.691 eV. The energy comes out at -4943.0935 hartree. For the HOMO energy (spin up / spin down), the calculation gives -11.20 / -11.57 eV.

Geometry as XYZ:
```
66
C20H33BrN9O2V, DFT ωB97M-V/def2-TZVPD
Br -0.24 -1.22 -3.67
V -0.31 -0.17 -1.49
O -2.35 0.43 -2.13
O 1.29 3.12 -3.12
N -1.35 1.44 0.27
N -0.08 1.68 -1.95
N -4.57 0.45 -1.84
N 0.74 -1.25 2.70
N 1.80 -0.10 -1.84
N 0.59 -3.69 -1.32
N 1.25 0.84 1.89
N 0.48 -4.69 -0.29
N 0.47 -0.83 0.42
C -1.02 2.76 -1.71
C 2.12 0.98 -2.56
C 0.82 -0.42 1.61
C -0.03 -2.48 2.60
C -1.80 -1.65 -0.82
C -2.51 2.24 2.21
C -3.15 -1.04 -0.49
C 2.72 -1.04 -1.66
C 1.00 1.48 3.17
C -1.57 2.61 -0.32
C -3.35 0.00 -1.55
C 3.99 -0.95 -2.21
C 3.34 1.15 -3.17
C 1.86 1.69 0.89
C -2.26 3.64 0.30
C -2.74 3.45 1.58
C -1.81 1.27 1.52
C 1.82 -1.29 3.67
C 1.06 2.04 -2.60
C 4.30 0.16 -2.99
H -1.41 -2.28 -0.03
H -0.25 -2.83 3.61
H -1.84 2.75 -2.44
H -1.88 -2.22 -1.74
H -3.96 -1.77 -0.49
H 5.27 0.25 -3.45
H 1.12 2.33 0.40
H 2.55 -0.51 3.47
H -2.86 2.05 3.22
H 0.50 2.43 3.00
H 3.52 2.05 -3.74
H -1.61 0.30 1.97
H -5.39 0.06 -1.41
H 1.44 -1.17 4.69
H 2.59 2.33 1.39
H 2.34 -2.26 3.61
H 0.36 0.86 3.79
H -2.41 4.58 -0.22
H 1.53 -3.76 -1.70
H -0.05 -3.87 -2.09
H 0.45 -5.63 -0.68
H -3.16 -0.55 0.48
H 4.71 -1.73 -2.04
H 0.46 -1.84 0.38
H -0.40 -4.54 0.18
H 0.52 -3.28 2.09
H -0.97 -2.30 2.09
H 2.37 1.09 0.15
H 1.93 1.67 3.71
H 2.43 -1.88 -1.04
H -0.50 3.72 -1.82
H -4.68 1.13 -2.58
H -3.28 4.24 2.09
```

=====

Computed, not measured: a cluster of 5 separate species, C20H33Cl12N4O6 in total in a non-equilibrium geometry, with ωB97M-V/def2-TZVPD.

As for the gap between HOMO and LUMO: 8.8 eV. As for the spin multiplicity: 1. As for the charge: +1. The LUMO energy is -3.848 eV. The energy comes out at -6974.2769 hartree. For the HOMO energy, the calculation gives -12.68 eV.

Geometry as XYZ:
```
75
C20H33Cl12N4O6, DFT ωB97M-V/def2-TZVPD
Cl 0.07 9.17 0.08
Cl 2.04 -0.24 1.56
Cl 2.78 -2.31 3.44
Cl -0.99 -1.26 8.17
Cl -2.45 0.68 6.57
Cl 4.68 -1.43 1.43
Cl 0.83 6.37 0.20
Cl -0.40 -0.96 5.33
Cl 4.90 -4.06 -1.65
Cl 3.02 -6.27 -1.68
Cl 1.58 8.17 2.35
Cl 5.17 -6.16 -3.62
O -1.03 3.57 1.13
O 1.19 2.13 -4.53
O -4.05 -1.59 4.39
O -2.82 -2.61 -0.98
O -3.10 -3.98 -0.81
O -4.61 -0.49 2.54
N 1.64 -2.46 -1.05
N -0.23 -0.31 -1.49
N 1.63 -2.92 -3.36
N 2.83 -1.05 -2.55
C -0.11 3.07 0.17
C 1.04 1.77 -2.13
C 0.32 -1.00 -2.68
C -1.27 0.94 0.72
C -1.58 -0.39 0.45
C -3.96 -0.64 1.27
C -4.51 -1.63 3.28
C 3.37 -0.95 2.50
C 0.35 7.79 1.14
C -0.43 1.61 -0.14
C -0.39 3.75 2.39
C 1.60 -1.85 -2.37
C -1.05 -1.00 -0.66
C 4.69 -5.78 -1.97
C -2.49 -1.10 1.45
C -1.66 -0.89 6.58
C 0.09 0.97 -1.25
C -1.42 -2.46 -0.88
C 0.37 2.43 -3.40
C -1.10 2.06 -3.62
H -1.39 2.52 -4.58
H -1.10 -2.99 0.03
H -0.19 3.69 -0.74
H 2.22 -3.65 -2.96
H 3.74 -0.20 3.18
H 2.89 -0.39 -1.77
H 1.07 -3.30 -0.99
H -1.14 4.00 3.16
H -0.57 7.56 1.65
H -1.78 2.50 -2.88
H -2.41 -1.64 6.34
H 0.10 2.82 2.73
H -2.94 -4.20 0.12
H 0.89 3.15 0.61
H 1.83 1.10 -2.47
H -2.37 -2.18 1.41
H 1.44 -1.80 -0.31
H 0.97 1.23 -4.80
H 0.46 3.52 -3.28
H -1.27 0.98 -3.75
H 1.53 2.56 -1.57
H -0.89 -2.94 -1.71
H 3.60 -1.70 -2.39
H 2.08 -2.55 -4.20
H 5.33 -6.33 -1.29
H -1.67 1.42 1.61
H -0.45 -1.66 -3.08
H -4.53 -1.36 0.68
H -2.14 -0.80 2.45
H 0.38 4.53 2.35
H -3.99 0.32 0.74
H -4.82 -2.61 2.86
H 0.56 -0.30 -3.48
```

=====

Computed, not measured: a cluster of 2 separate species, C20H33Cl2N2O2 in total in a non-equilibrium geometry, with ωB97M-V/def2-TZVPD.

As for the gap between HOMO and LUMO: 7.5 eV. The calculation puts the energy above the lowest of the compared OMol25 structures with the same formula, charge and spin at 164.12 kcal per mole. As for the spin multiplicity: 1. As for the charge: +1. The LUMO energy is -4.063 eV. The energy comes out at -1961.7487 hartree. For the HOMO energy, the calculation gives -11.58 eV.

Geometry as XYZ:
```
59
C20H33Cl2N2O2, DFT ωB97M-V/def2-TZVPD
Cl -4.51 -0.64 -0.86
Cl -4.65 -6.29 -6.74
O 0.23 -3.44 -1.27
O -4.44 -1.64 -3.95
N 1.60 2.25 1.28
N -1.67 -1.71 0.46
C 0.89 3.59 1.53
C -3.28 -1.80 -1.69
C -5.85 -4.26 -5.21
C -1.03 -3.24 -1.69
C -3.10 -4.53 -5.17
C 3.13 1.72 4.23
C -1.50 -4.10 -3.04
C 1.01 1.68 -0.07
C 2.11 0.86 -0.71
C 4.05 0.54 4.00
C 1.33 1.18 2.36
C 0.69 4.84 3.77
C 1.68 1.47 3.81
C -2.73 -3.68 -3.82
C -2.05 -2.19 -0.93
C 3.07 2.40 0.87
C 3.38 1.16 0.06
C -4.56 -5.29 -5.14
C -3.54 -2.37 -3.23
C 1.54 4.54 2.53
H 4.02 0.18 2.97
H 3.78 -0.29 4.66
H 2.22 1.13 -1.76
H 1.81 0.25 2.03
H 2.55 4.25 2.83
H -2.24 -5.33 -5.36
H 5.09 0.82 4.23
H -0.61 -1.65 0.49
H -3.11 -3.74 -6.07
H 1.68 5.50 2.02
H -0.37 4.63 3.60
H -1.97 -0.69 0.48
H 3.71 2.51 1.74
H -6.74 -4.67 -5.86
H 3.54 2.61 3.75
H 3.14 1.95 5.30
H 0.88 4.12 0.57
H 3.15 3.30 0.25
H 1.05 2.28 4.18
H 0.10 1.11 0.15
H -5.54 -3.23 -5.72
H 0.25 1.00 2.32
H 4.24 1.31 -0.60
H -0.15 3.35 1.78
H 0.78 5.90 4.04
H 1.88 -0.21 -0.68
H 1.34 0.60 4.39
H -0.83 -5.01 -3.34
H -4.69 -6.07 -4.28
H 3.63 0.32 0.71
H -6.19 -4.02 -4.10
H 0.75 2.52 -0.72
H 1.04 4.27 4.64
```

=====

Computed, not measured: an isolated molecule of C20H33N3O4S, with ωB97M-V/def2-TZVPD.

As for the gap between HOMO and LUMO: 9.0 eV. The calculation puts the energy above the lowest of the compared OMol25 structures with the same formula, charge and spin at 35.01 kcal per mole. As for the spin multiplicity: 1. The LUMO energy is 0.548 eV. As for the SMILES: CC[C@H](C)[C@H](NS(=O)(=O)c1ccc(C)cc1)C(=O)NCCCN1CCOCC1. The energy comes out at -1645.3206 hartree. For the HOMO energy, the calculation gives -8.45 eV.

Geometry as XYZ:
```
61
C20H33N3O4S, DFT ωB97M-V/def2-TZVPD
S -0.23 -0.74 1.22
O -1.00 -2.84 -3.70
O 0.02 1.34 -2.54
O -1.40 0.10 1.34
O -0.42 -2.13 0.98
N -1.50 1.82 -0.93
N 0.78 -0.17 0.03
N -2.82 -0.83 -2.86
C -2.67 1.85 -1.79
C 1.88 -1.33 2.82
C 3.15 1.44 0.48
C -2.20 -1.72 -1.90
C 2.75 -1.11 3.87
C 2.55 -0.04 4.75
C 3.49 0.18 5.88
C 2.14 1.80 -0.61
C -0.85 -2.17 -2.47
C -3.75 0.86 -1.32
C 2.04 3.30 -0.84
C 1.45 0.79 4.55
C -4.04 -0.22 -2.37
C 0.80 -0.49 2.64
C -1.63 -1.99 -4.62
C 0.58 0.57 3.50
C -3.00 -1.53 -4.12
C 0.74 1.26 -0.24
C 4.59 1.70 0.07
C -0.28 1.48 -1.37
H 3.00 3.70 -1.16
H 4.77 2.76 -0.08
H -1.69 1.71 0.06
H -2.03 -1.21 -0.95
H 2.43 1.32 -1.55
H -3.45 -0.85 -4.85
H 1.28 1.62 5.23
H 3.03 0.38 0.72
H -3.41 0.39 -0.39
H -4.53 0.26 -3.23
H -1.73 -2.56 -5.55
H -4.68 1.39 -1.10
H 4.83 1.17 -0.85
H -2.82 -2.62 -1.72
H 3.38 -0.61 6.62
H 0.40 1.74 0.68
H -0.28 1.20 3.34
H 3.60 -1.76 4.02
H -3.06 2.87 -1.81
H 4.52 0.17 5.53
H 0.82 -0.75 -0.79
H 2.02 -2.15 2.13
H -2.32 1.58 -2.79
H 1.31 3.52 -1.61
H 5.27 1.35 0.85
H -1.01 -1.10 -4.80
H 2.91 2.01 1.38
H -3.66 -2.41 -4.00
H -0.36 -2.87 -1.78
H -0.22 -1.28 -2.62
H 1.74 3.81 0.08
H -4.74 -0.96 -1.95
H 3.30 1.13 6.37
```

=====

Computed, not measured: an isolated molecule of C20H33N3O4S2 in a non-equilibrium geometry, with ωB97M-V/def2-TZVPD.

As for the gap between HOMO and LUMO: 8.6 eV. The calculation puts the energy above the lowest of the compared OMol25 structures with the same formula, charge and spin at 0.00 kcal per mole. As for the spin multiplicity: 1. The LUMO energy is 0.008 eV. As for the SMILES: CC(C)CNS(=O)(=O)c1ccc(S(=O)(=O)N2CCC(N3CCCCC3)CC2)cc1. The energy comes out at -2043.4889 hartree. For the HOMO energy, the calculation gives -8.63 eV.

Geometry as XYZ:
```
62
C20H33N3O4S2, DFT ωB97M-V/def2-TZVPD
S -0.07 -0.67 -3.72
S 1.71 -5.32 0.16
O -1.15 -1.10 -4.55
O 3.04 -5.75 -0.16
O 0.67 -6.29 0.32
O 1.09 -0.10 -4.34
N -2.05 3.27 0.21
N -0.70 0.33 -2.54
N 1.70 -4.38 1.53
C -0.30 1.57 -0.49
C -1.73 1.25 -2.98
C 1.92 -1.44 1.21
C -0.51 -2.68 -1.92
C -3.56 3.27 2.11
C -1.28 4.37 0.76
C 1.78 -2.43 -2.67
C -1.40 2.57 -0.88
C 2.60 -2.22 2.33
C -2.58 2.44 1.28
C -2.20 5.27 1.57
C 2.16 -3.47 -1.83
C 3.89 -1.54 2.77
C 2.91 -3.66 1.89
C -2.43 1.84 -1.76
C 0.45 -2.05 -2.69
C 0.33 0.97 -1.74
C -0.12 -3.71 -1.08
C -2.85 4.48 2.70
C 1.21 -4.08 -1.04
H 1.92 -2.27 3.19
H -1.78 2.07 1.94
H -2.08 4.14 3.40
H -1.53 -2.35 -1.99
H -1.29 2.06 -3.59
H 1.68 -0.43 1.55
H 4.36 -2.08 3.59
H 3.53 -3.65 0.99
H -3.10 1.59 0.85
H -3.98 2.65 2.90
H 1.21 -4.81 2.29
H -4.37 3.60 1.46
H 0.84 1.75 -2.32
H -0.73 0.76 0.11
H -2.41 0.67 -3.60
H 0.47 2.07 0.10
H -3.56 5.10 3.25
H 1.06 0.21 -1.48
H 3.69 -0.52 3.11
H 2.48 -1.92 -3.30
H -0.94 3.34 -1.51
H -1.63 6.11 1.98
H -2.98 5.67 0.92
H 3.18 -3.82 -1.78
H -3.21 2.53 -2.07
H -0.84 4.94 -0.06
H 3.46 -4.18 2.67
H 2.59 -1.36 0.35
H 4.59 -1.49 1.94
H -0.83 -4.23 -0.45
H -2.90 1.02 -1.20
H 1.01 -1.94 0.90
H -0.46 4.01 1.41
```